(1)
A molecular structure, C30H37N4O2OsS in a non-equilibrium geometry. Source: the Open Molecules 2025 dataset; level of theory: the ωB97M-V functional and the def2-TZVPD basis.

Structure (XYZ):
```
75
Properties=species:S:1:pos:R:3:lowdin_spin:R:1
Os 0.1735 0.6338 0.1810 1.48
S -0.0194 -2.2145 -1.8259 0.02
O 0.5813 -1.1555 -0.7503 0.05
O -1.7237 1.0576 -0.5425 0.31
N 1.6929 0.6280 1.5822 0.02
N 0.1627 2.7098 1.0374 -0.01
N -0.9323 -0.1634 1.7047 0.31
N 1.3269 1.7052 -1.2510 0.01
C -3.1027 -1.4048 2.9337 0.25
C 0.4160 -3.9041 -1.2497 0.00
C 2.6859 1.9305 -3.2262 0.00
C 2.1548 3.1954 -3.4183 0.01
C 1.9862 -5.2489 0.0112 0.00
C 2.2627 1.1550 -2.1018 0.01
C -0.2757 -6.1440 -0.6506 0.00
C 1.3197 3.0053 1.9395 0.00
C -3.1994 -0.4721 -1.5845 0.01
C 2.2866 -0.5679 1.9822 0.02
C -2.8753 -0.0102 3.1335 0.37
C -0.9937 -1.5262 1.8719 0.48
C -1.1331 2.9479 1.8115 0.01
C 0.1936 3.5717 -0.1635 0.00
C 3.3398 0.5420 3.9025 0.02
C -2.3940 0.7388 -1.8628 0.02
C -0.5755 -4.8836 -1.2294 0.00
C -1.3021 2.0082 2.9686 0.03
C -1.7286 0.5741 2.5828 0.29
C 2.8431 1.7273 3.4152 0.00
C -3.4478 1.8742 -2.0617 0.00
C 1.6402 -4.0304 -0.5684 0.00
C 1.3443 3.7901 -2.4375 0.00
C 1.2489 -2.1875 -3.1622 0.00
C -1.3620 0.7807 -2.9581 0.00
C -2.1690 -2.1273 2.2821 0.17
C 3.1571 -0.6533 3.0874 0.00
C 0.9815 -6.2567 -0.0309 0.00
C 2.0210 1.7508 2.2938 0.02
C 0.9400 2.9979 -1.3105 0.01
H 0.8952 -2.9596 -3.9133 0.00
H -0.8578 1.7247 -2.9196 0.00
H 1.1583 4.9087 -2.5155 0.00
H 2.9795 -5.4372 0.4676 0.00
H -0.2069 -2.0071 1.3619 0.03
H -1.5533 -4.6055 -1.6391 0.00
H 3.9047 0.4195 4.8328 0.00
H 1.2366 -7.1546 0.4603 0.00
H -0.7503 -0.1546 -2.7428 0.00
H -3.0309 2.8254 -2.3691 0.00
H -1.8714 0.5981 -3.8860 0.00
H 1.9478 3.7877 1.5169 0.00
H -3.9234 -1.8767 3.4595 0.01
H -0.3537 1.9379 3.6072 0.01
H 0.5785 4.5469 0.1793 0.00
H 2.4906 0.1345 -1.9752 0.00
H 3.4553 -1.6087 3.5353 0.00
H -0.9863 -6.9576 -0.7669 0.00
H -2.4109 -3.2280 2.2867 0.00
H 2.1920 -3.0589 -0.4397 0.00
H 3.6256 1.6654 -3.7020 0.00
H -4.0932 -0.0871 -1.1039 0.00
H 2.4535 3.7963 -4.2547 0.00
H -0.8425 3.8407 -0.5108 0.00
H -2.1498 2.3629 3.6796 0.00
H -4.2629 1.7085 -2.7500 0.00
H -3.5520 0.6440 3.6105 0.01
H -1.9748 2.7906 1.1237 0.00
H -2.6854 -1.1782 -0.9765 0.00
H -1.1943 3.9871 2.1159 0.00
H 1.3310 -1.1701 -3.4995 0.00
H -3.5901 -0.9664 -2.5203 0.00
H 2.2336 -2.5094 -2.8404 0.00
H -3.9548 1.9915 -1.0846 0.00
H 0.9674 3.5811 2.7771 0.00
H 2.1269 -1.3844 1.2695 0.00
H 3.1441 2.7188 3.7911 0.00
```

The energy above the lowest of the compared OMol25 structures with the same formula, charge and spin comes out at 29.8 kcal per mole. The calculation puts the HOMO-LUMO gap (alpha / beta) at 6.03 / 5.20 eV. As for the net charge: +3. Its spin multiplicity is 5. The calculation puts the total energy at -55037.064 eV. The highest occupied orbital energy (alpha / beta) comes out at -0.531 / -0.626 Eh. As for the lowest unoccupied orbital energy (alpha / beta): -8.42 / -11.84 eV.

(2)
A molecular structure, C30H38B2ClF9N5O8PSi2 in a non-equilibrium geometry. Source: the Open Molecules 2025 dataset; level of theory: the ωB97M-V functional and the def2-TZVPD basis.

Structure (XYZ):
```
96
Properties=species:S:1:pos:R:3:lowdin_charge:R:1
Cl -3.5673 0.4284 -2.5378 0.30
P -0.8280 -1.6196 -3.5221 0.80
Si 0.3918 0.4106 -0.9141 0.65
Si -2.0346 -0.9484 -1.8173 0.18
F -0.1433 0.6466 5.1890 0.03
F 1.1242 2.6739 5.3307 0.02
F -0.6042 2.5180 3.6734 0.06
F 0.0709 2.5339 0.8128 -0.02
F 2.6174 2.3222 3.1339 0.04
F 2.1005 -0.7135 1.8003 0.03
F -0.1588 -0.2090 2.3737 0.03
F 2.3275 2.0007 0.2288 -0.04
F 2.4191 0.1770 4.1573 0.02
O -1.7602 -1.2337 -4.9413 -0.38
O 1.5857 2.1835 -2.9248 0.00
O -0.9373 2.3395 -2.8735 -0.13
O 2.5054 -3.3826 -1.4473 -0.02
O -1.1298 -0.3252 -0.4497 -0.34
O -0.3896 -3.3021 -3.4316 -0.35
O -4.4500 -2.2461 -0.6155 -0.03
O 0.6889 -2.7746 0.0468 -0.02
N -2.5129 -3.8966 -1.0266 -0.19
N -1.9721 -7.9258 -1.6326 0.05
N 8.5030 3.3027 2.0873 0.05
N -3.0954 7.3605 -5.1617 0.05
N 0.7962 0.3943 10.7596 0.05
C -2.3149 -10.3115 -1.4973 -0.07
C -0.1600 -9.4478 -2.1095 -0.07
C -2.4097 8.4963 -5.4167 -0.15
C -3.0523 -4.5097 0.2822 -0.10
C -0.6908 -8.1742 -1.9818 -0.15
C -4.4297 7.8198 -7.1203 -0.08
C 5.7483 3.1560 2.5497 -0.08
C 6.3621 2.2664 1.6743 -0.08
C 1.6636 1.2126 3.3570 -0.08
C 6.5186 4.1195 3.1929 -0.08
C 0.9406 0.9751 9.5483 -0.15
C 0.7897 -0.9561 10.7863 -0.16
C -0.9909 -10.5351 -1.8607 -0.08
C -3.0338 -4.6875 -2.2262 -0.12
C 1.1518 0.4453 2.0025 -0.10
C 0.9226 -1.7503 9.6587 -0.08
C -2.2805 4.3751 -3.4497 -0.09
C 1.0764 0.2665 8.3653 -0.08
C 1.8041 -0.8164 -1.3620 -0.16
C 0.4606 1.7414 4.3482 -0.13
C -1.0759 3.7488 -2.4745 -0.22
C 7.8786 4.1536 2.9302 -0.15
C -4.0908 7.0490 -6.0198 -0.15
C -3.7065 8.9846 -7.3554 -0.08
C -2.6765 9.3334 -6.4883 -0.08
C -2.7552 -9.0013 -1.3991 -0.14
C 7.7295 2.3769 1.4789 -0.15
C 1.5784 -2.3597 -0.8585 -0.31
C 1.0678 -1.1230 8.4256 -0.08
C 1.0183 1.3893 0.6704 -0.21
B -3.0557 -2.4829 -1.1223 -0.55
B 0.2849 1.7197 -2.3269 -0.49
H -2.3408 -5.4109 0.5481 0.10
H -0.6101 -11.5484 -1.9494 0.11
H 0.8761 -9.5885 -2.3956 0.10
H 8.5219 4.8894 3.4048 0.10
H 1.1731 -1.7123 7.5193 0.11
H -0.1123 4.3959 -2.6258 0.13
H 0.9445 2.0612 9.5538 0.10
H -2.8000 3.4535 -3.9955 0.08
H -0.3205 -3.6210 -2.4709 0.06
H -4.6280 6.1326 -5.7917 0.10
H -1.8322 5.0377 -4.3303 0.07
H -5.2379 7.5200 -7.7776 0.10
H 1.9472 -4.1721 -1.7098 0.11
H 2.8347 -0.3500 -1.0256 0.12
H 1.9174 2.9076 -2.2848 0.12
H -2.0949 10.2351 -6.6433 0.10
H 0.9125 -2.8314 9.7394 0.10
H -2.9489 -4.0716 -3.2443 0.10
H 1.1867 0.7854 7.4198 0.08
H -3.9441 9.6153 -8.2071 0.11
H -3.0587 -3.6685 1.1290 0.11
H 4.6786 3.0993 2.7292 0.08
H -1.5000 3.8436 -1.3708 0.14
H 1.8560 -0.8603 -2.5534 0.10
H -2.3131 -5.6230 -2.3758 0.08
H -2.9877 -11.1374 -1.2962 0.10
H 0.6701 -1.3985 11.7714 0.10
H -1.4911 -0.3307 -5.3362 0.09
H -4.1349 -5.0656 -2.1001 0.10
H -3.1097 4.9302 -2.8350 0.08
H 6.0704 4.8269 3.8813 0.10
H -4.3511 -1.5066 0.0676 0.11
H 8.2552 1.7039 0.8079 0.10
H -3.7811 -8.7750 -1.1223 0.10
H -1.6136 8.7236 -4.7137 0.10
H 5.7897 1.5050 1.1569 0.10
H -4.1618 -4.8898 0.0896 0.10
H -0.0817 -7.2933 -2.1622 0.10
```

The calculation puts the HOMO-LUMO gap at 7.20 eV. Its spin multiplicity is 1. The calculation puts the total energy at -118929.761 eV. The highest occupied orbital energy comes out at -0.307 Eh. As for the lowest unoccupied orbital energy: -1.15 eV.

(3)
8 unconnected molecules or ions with the total composition C30H38BrN8O2 in a non-equilibrium geometry. Source: the Open Molecules 2025 dataset; level of theory: the ωB97M-V functional and the def2-TZVPD basis.

Structure (XYZ):
```
79
Properties=species:S:1:pos:R:3:lowdin_charge:R:1
Br -0.4077 -6.1607 -2.1048 0.67
O -2.4681 -1.9243 -0.5999 -0.15
O -3.2057 -3.6579 -1.8882 -0.17
N 2.8472 -4.7901 -2.6653 0.00
N 1.6933 -2.9417 2.1287 0.01
N -0.5980 -4.8959 -0.7431 -0.50
N 0.2096 3.2781 2.7778 0.01
N -5.5850 -1.3697 -0.7212 0.03
N -2.3055 -0.9794 2.4804 0.03
N -2.2954 0.4562 -2.9066 0.03
N 4.0573 5.9684 0.1882 0.02
C 0.4306 4.6115 2.9979 -0.14
C -1.9522 0.1473 -4.1940 -0.14
C 3.0580 -2.8215 2.0930 -0.15
C 4.2797 -3.1950 -2.0925 -0.11
C 3.3883 -1.5959 2.6170 -0.12
C 0.9263 5.1557 1.8386 -0.13
C -1.5777 2.3358 -3.8431 -0.13
C 6.0194 6.8414 -0.3689 -0.12
C 1.0017 4.1127 0.8816 -0.12
C 4.2959 6.9908 1.0664 -0.14
C 4.8052 -3.8967 -3.2052 -0.12
C 5.1002 5.8734 -0.6933 -0.14
C -6.5169 -0.8099 0.1111 -0.16
C -2.3059 -1.9978 3.3931 -0.15
C 3.0688 -3.7663 -1.7839 -0.14
C -6.2170 -1.9634 -1.7774 -0.13
C 5.5098 7.5497 0.7472 -0.12
C -1.9859 -1.4685 4.6210 -0.12
C 2.1783 -0.9508 2.9780 -0.11
C -1.4997 1.2949 -4.8004 -0.13
C 1.1492 -1.8037 2.6616 -0.12
C -7.7614 -1.0569 -0.4174 -0.14
C -7.5715 -1.7889 -1.6152 -0.13
C 3.8979 -4.8736 -3.5384 -0.15
C -2.0758 1.7884 -2.6848 -0.15
C -1.7914 -0.0778 4.4416 -0.13
C -2.1819 -2.9994 -1.2565 -0.54
C 0.5501 2.9667 1.4891 -0.13
C -1.9984 0.1947 3.1098 -0.15
C -0.6388 -3.4910 -1.2473 -0.25
H -6.2155 -0.2864 1.0062 0.10
H -2.5018 -1.0788 1.4949 0.11
H -2.2907 2.2315 -1.7240 0.10
H -0.1491 2.6267 3.4585 0.13
H -0.0773 -2.7911 -0.5148 0.11
H 3.5843 7.2310 1.8417 0.10
H 2.3484 -3.5336 -1.0139 0.09
H 5.9780 8.3773 1.2596 0.09
H 3.2400 5.3778 0.1901 0.11
H -1.9024 -2.0218 5.5450 0.09
H 4.7354 -2.3633 -1.5753 0.09
H 2.0345 -5.3895 -2.6705 0.04
H -1.1520 1.3756 -5.8201 0.08
H -1.3016 3.3706 -3.9850 0.08
H 3.9104 -5.6196 -4.3188 0.10
H -2.6557 -0.1981 -2.2253 0.12
H 1.1712 -3.7420 1.8116 0.13
H -5.6506 -2.4594 -2.5511 0.10
H -8.7033 -0.7446 0.0108 0.08
H -1.9521 1.1218 2.5574 0.10
H 0.2179 5.0563 3.9583 0.10
H 6.9547 7.0202 -0.8789 0.09
H -2.5314 -3.0097 3.0916 0.12
H 1.3472 4.1914 -0.1395 0.09
H 4.3896 -1.2060 2.7279 0.09
H 5.0991 5.1264 -1.4727 0.11
H -2.0578 -0.8603 -4.5673 0.11
H 2.0722 0.0296 3.4191 0.09
H 0.0809 -5.0276 0.0200 0.03
H -0.2391 -3.3662 -2.3223 0.11
H -4.5833 -1.3476 -0.5777 0.10
H 0.4432 1.9587 1.1166 0.11
H 1.2028 6.1904 1.6946 0.08
H 5.7427 -3.7080 -3.7076 0.08
H 3.6737 -3.6168 1.7000 0.10
H 0.0795 -1.7007 2.7705 0.08
H -8.3392 -2.1478 -2.2854 0.08
H -1.5295 0.6446 5.2015 0.08
```

The calculation puts the HOMO-LUMO gap at 7.61 eV. As for the net charge: -1. Its spin multiplicity is 1. The calculation puts the total energy at -117784.316 eV. The highest occupied orbital energy comes out at -0.200 Eh. As for the lowest unoccupied orbital energy: 2.16 eV.

(4)
A molecular structure, C30H38Cl2CrIN7O3SSi. Source: the Open Molecules 2025 dataset; level of theory: the ωB97M-V functional and the def2-TZVPD basis.

Structure (XYZ):
```
84
Properties=species:S:1:pos:R:3:lowdin_spin:R:1
I -5.3652 -3.8743 -0.3865 0.00
Cr -0.5205 0.0089 -0.0547 1.11
Cl 2.2083 3.8000 0.8274 0.00
Cl -1.7436 6.4573 3.3372 0.00
S -4.6628 1.9241 -5.8959 0.00
Si 1.1874 -0.7356 -2.7679 -0.01
O 0.2017 1.7171 0.5181 0.02
O -2.1959 0.6323 0.9582 0.00
O 0.1063 -1.1282 1.6944 0.01
N -3.3108 4.0769 -5.2492 0.00
N -1.2983 -2.9171 -0.1238 0.00
N 0.9617 -0.6461 -0.9766 -0.10
N 0.8889 -2.5849 3.2595 0.00
N -1.7543 -1.6702 -0.2891 -0.01
N 1.0705 -0.3193 3.6048 0.00
N -1.4925 0.9185 -1.7368 0.00
C 3.9148 -0.5091 1.2431 0.00
C 0.7704 -2.9234 4.6664 0.00
C -2.1963 2.9043 -2.8818 0.00
C 0.9440 0.9774 -3.4940 0.00
C -1.5387 2.2514 -1.8547 0.00
C 0.6727 -1.3223 2.7884 0.00
C 0.5854 1.0244 3.3929 0.00
C -3.0748 -1.7818 -0.3902 0.00
C 0.9083 -3.7199 2.3666 0.00
C -3.5885 2.7838 -5.0196 0.00
C -3.4656 -3.1202 -0.2876 0.00
C 2.7730 -0.1225 0.5586 -0.01
C -0.2601 2.7347 1.1512 0.00
C -2.2875 -3.8191 -0.1085 0.00
C 0.1125 4.9726 2.0403 0.00
C -2.8431 2.1665 -3.8646 0.00
C 0.0461 -2.0552 -3.4613 0.00
C 2.2642 -0.4229 4.4308 0.00
C 4.4021 -1.8049 1.1426 -0.01
C -2.7941 0.7848 -3.7485 0.00
C -1.2122 5.0324 2.5111 0.00
C 0.5739 3.8648 1.3837 0.00
C 2.1110 -1.0373 -0.2511 0.00
C -2.4758 1.7155 1.4934 0.00
C 2.9359 -1.2207 -3.2167 0.00
C 3.7472 -2.7176 0.3262 0.00
C -2.1173 0.2139 -2.6906 0.00
C -1.5847 2.8233 1.6402 0.00
C 2.6158 -2.3300 -0.3729 -0.01
C -2.0527 3.9729 2.3173 0.00
H 3.1337 -2.2873 -3.1444 0.00
H 0.8628 1.7270 -2.7106 0.00
H -0.3753 0.9860 2.8845 0.00
H -0.4352 -1.7378 -4.3852 0.00
H 0.0436 -3.7314 4.7714 0.00
H -3.4883 1.8312 1.9021 0.00
H -2.0713 -0.8589 -2.6036 0.00
H 0.4105 -2.0678 5.2319 0.00
H -2.5623 4.5697 -4.7969 0.00
H 3.0769 -0.9269 -4.2575 0.00
H -3.0700 4.0034 2.6821 0.00
H 1.2917 1.6108 2.7979 0.00
H 0.7759 5.8106 2.2009 0.00
H 2.0310 -0.3912 5.4969 0.00
H 0.6418 -2.9372 -3.6973 0.00
H -2.1960 3.9840 -2.8562 0.00
H -3.2824 0.1619 -4.4847 0.00
H 0.4559 1.5126 4.3597 0.00
H -0.7300 -2.3725 -2.7662 0.00
H -2.0934 -4.8687 0.0130 0.00
H 1.2198 -3.3985 1.3755 0.00
H -3.6866 -0.9078 -0.5206 0.00
H -3.7761 4.5290 -6.0210 0.00
H 2.1118 -3.0403 -1.0178 0.00
H 1.7210 -3.2589 5.0861 0.00
H 4.4350 0.2190 1.8513 0.00
H 3.6877 -0.6987 -2.6242 0.00
H -1.0147 2.8246 -1.1084 0.00
H -0.3156 -3.0356 0.0771 0.00
H 2.9189 0.4187 4.1940 0.00
H 5.2961 -2.0953 1.6756 0.00
H 1.6562 -4.4347 2.7138 0.00
H 2.8001 -1.3386 4.2038 0.00
H 1.8251 1.2237 -4.0838 0.00
H 4.1210 -3.7259 0.2215 0.00
H 2.3977 0.8920 0.6235 0.00
H -0.0621 -4.2272 2.3353 0.00
H 0.0778 1.0617 -4.1494 0.00
```

The calculation puts the HOMO-LUMO gap (alpha / beta) at 7.52 / 7.51 eV. As for the net charge: +1. Its spin multiplicity is 2. The calculation puts the total energy at -128577.929 eV. The highest occupied orbital energy (alpha / beta) comes out at -0.395 / -0.390 Eh. As for the lowest unoccupied orbital energy (alpha / beta): -3.23 / -3.10 eV.

Q: Look up the total energy of the fourth one.
A: -128577.929 eV

Q: The highest total energy belongs to which entry?
A: C30H37N4O2OsS

Q: What is the formula in the third record?
A: C30H38BrN8O2

Q: Among the records above, which one has the lowest total energy?
A: C30H38Cl2CrIN7O3SSi